1.
Formula: C18H15N4O9S
Source: the OMol25 dataset
Level of theory: ωB97M-V/def2-TZVPD

Computed properties:
E_HOMO = -0.1758 Eh
net charge = -1
LUMO level = 0.017 Eh
ΔE to the lowest compared entry with this formula, charge and spin = 0.507 eV

```
47
Properties=species:S:1:pos:R:3:lowdin_charge:R:1
N -4.006 -1.822 0.585 0.139
C -2.969 -1.437 0.982 -0.233
C -1.764 -0.865 1.470 -0.169
C -0.549 -1.790 1.741 -0.089
C 0.669 -0.971 2.092 -0.055
N 1.844 -1.473 2.570 -0.155
O 2.309 -2.568 2.835 0.031
O 2.673 -0.284 2.813 0.001
N 1.940 0.855 2.685 0.127
C 0.700 0.411 2.249 -0.141
C -0.507 1.171 2.119 -0.116
N -0.636 2.528 2.582 -0.355
O 0.365 3.255 2.739 0.019
O -1.806 2.932 2.813 -0.026
C -1.684 0.493 1.700 0.045
H -0.767 -2.435 2.631 0.205
H -2.609 1.062 1.582 0.134
C 4.108 -2.717 -0.981 -0.061
C 3.210 -3.360 0.021 -0.199
O 1.929 -2.671 0.010 -0.046
C 0.870 -3.431 0.361 -0.419
C -0.380 -2.656 0.628 -0.105
O -1.400 -2.911 -0.141 -0.101
C -1.822 -4.229 -0.617 0.042
S 0.347 -1.444 -2.061 0.726
C -1.183 -1.277 -3.093 -0.300
C -1.234 -1.872 -4.346 -0.085
C -2.441 -1.866 -5.055 -0.093
C -3.560 -1.219 -4.519 -0.102
C -3.473 -0.565 -3.284 -0.081
C -2.266 -0.573 -2.575 -0.075
O 0.838 -0.106 -1.758 -0.426
O 1.202 -2.333 -2.841 -0.432
O 0.887 -4.651 0.375 0.119
H 5.102 -3.161 -0.877 0.079
H 3.741 -2.924 -1.989 0.075
H 4.177 -1.638 -0.829 0.091
H 3.027 -4.410 -0.207 0.121
H 3.580 -3.269 1.046 0.114
H -2.891 -4.262 -0.381 0.094
H -1.656 -4.229 -1.701 0.107
H -1.268 -5.032 -0.116 0.093
H -0.358 -2.371 -4.753 0.101
H -2.507 -2.389 -6.011 0.096
H -4.505 -1.221 -5.065 0.095
H -4.353 -0.075 -2.860 0.103
H -2.179 -0.066 -1.613 0.107
```

---

2.
Formula: C6H12N2O4
Source: the OMol25 dataset
Level of theory: ωB97M-V/def2-TZVPD

Computed properties:
E_HOMO = -0.3491 Eh
LUMO level = 0.021 Eh
ΔE to the lowest compared entry with this formula, charge and spin = 0.676 eV
structure (SMILES) = C[C@@H](O)[C@H](NC(=O)CN)C(=O)O

```
24
Properties=species:S:1:pos:R:3:lowdin_charge:R:1
C 1.907 2.106 0.718 -0.198
C 1.258 1.243 -0.406 -0.447
C -0.615 -0.301 -0.692 -0.227
C -2.057 -0.180 -0.411 -0.469
C -0.060 -1.676 -0.316 -0.364
C 1.395 -1.880 -0.484 -0.039
H 0.984 1.498 2.443 0.055
H 2.342 0.616 2.022 0.096
H 1.345 3.047 0.809 0.121
H 2.992 2.245 0.474 0.129
H -0.513 1.346 0.562 0.130
H -0.306 -0.213 -1.770 0.183
H -0.610 -2.419 -0.897 0.152
H -0.103 -1.114 1.544 0.075
H 1.642 -2.935 -0.590 0.084
H 1.825 -1.458 -1.440 0.109
H 1.951 -1.594 0.389 0.076
H -3.796 -0.857 -0.761 0.145
N 1.923 1.591 2.077 -0.017
N 0.053 0.699 0.046 0.082
O 1.724 1.082 -1.497 0.091
O -2.467 0.598 0.415 0.118
O -0.456 -1.859 1.059 -0.019
O -2.871 -1.078 -0.988 0.135
```

---

3.
Formula: C5H11N2
Source: the OMol25 dataset
Level of theory: ωB97M-V/def2-TZVPD

Computed properties:
E_HOMO = -0.5104 Eh
net charge = +1
LUMO level = -0.147 Eh
ΔE to the lowest compared entry with this formula, charge and spin = 1.855 eV
structure (SMILES) = C[C@H]1CN=C[C@@H]1[NH3+]

```
18
Properties=species:S:1:pos:R:3:lowdin_charge:R:1
C -1.757 0.233 0.290 -0.081
C -0.644 -1.433 -0.751 -0.130
C -0.306 0.658 0.561 -0.241
C 0.464 -0.361 -0.281 -0.314
C 1.607 -1.046 0.363 -0.070
N -1.849 -0.928 -0.201 0.082
N -0.115 1.985 -0.027 0.210
H -2.513 0.962 0.560 0.126
H -0.788 -1.563 -1.806 0.117
H -0.288 -2.468 -0.251 0.171
H 0.035 0.698 1.633 0.186
H 0.829 0.064 -1.190 0.128
H 2.291 -1.466 -0.323 0.080
H 1.231 -1.866 0.968 0.088
H 2.236 -0.404 0.996 0.095
H -0.760 2.539 0.502 0.157
H -0.579 2.066 -0.906 0.160
H 0.906 2.329 -0.135 0.237
```

---

4.
Formula: C36H76F6N7O16RbS6
Source: the OMol25 dataset
Level of theory: ωB97M-V/def2-TZVPD

Computed properties:
E_HOMO = -0.1565 Eh
net charge = -2
LUMO level = 0.102 Eh

```
148
Properties=species:S:1:pos:R:3:lowdin_charge:R:1
Rb -20.850 -17.021 -8.228 0.780
N -23.807 -20.832 -9.640 -0.242
S -22.753 -20.918 -8.627 0.401
O -22.879 -21.539 -7.308 -0.322
O -21.787 -19.836 -8.881 -0.385
F -22.101 -22.245 -9.253 -0.212
S -24.966 -19.902 -8.724 0.683
O -24.402 -18.804 -7.846 -0.350
O -26.162 -20.635 -8.309 -0.303
F -25.337 -19.044 -10.053 -0.221
N -18.113 -16.628 -14.888 -0.208
S -18.682 -15.215 -14.784 0.434
O -17.816 -14.022 -14.504 -0.355
O -20.099 -15.180 -14.347 -0.314
F -18.815 -14.997 -16.385 -0.245
S -17.596 -16.483 -13.173 0.603
O -18.645 -16.493 -12.149 -0.296
O -16.320 -15.952 -12.804 -0.300
F -17.240 -18.115 -13.066 -0.253
N -22.047 -19.817 -12.137 -0.181
S -20.499 -19.497 -12.234 0.440
O -19.687 -19.181 -11.054 -0.310
O -19.956 -19.222 -13.579 -0.297
F -20.278 -21.115 -12.264 -0.265
S -22.204 -18.059 -12.084 0.555
O -22.125 -17.361 -13.392 -0.282
O -21.941 -17.333 -10.889 -0.396
F -23.798 -18.051 -11.793 -0.245
C -19.356 -19.829 -6.047 -0.006
C -19.775 -20.170 -4.557 -0.394
C -18.457 -20.228 -3.618 -0.154
C -18.698 -20.525 -2.174 -0.165
C -19.551 -19.290 -1.676 -0.126
C -20.818 -18.972 -2.487 -0.524
N -20.537 -19.103 -3.889 -0.121
O -21.653 -18.725 -4.647 0.001
C -21.867 -19.936 -2.009 -0.036
C -21.202 -17.464 -2.239 -0.007
C -20.399 -21.635 -4.638 0.000
H -18.314 -20.125 -6.172 0.081
H -19.351 -18.757 -6.243 0.036
H -20.099 -20.016 -6.822 0.069
H -17.852 -21.086 -3.910 0.110
H -17.835 -19.353 -3.806 0.095
H -17.713 -20.461 -1.712 0.107
H -19.151 -21.512 -2.082 0.103
H -18.976 -18.364 -1.660 0.108
H -19.748 -19.418 -0.612 0.108
H -22.727 -19.869 -2.676 0.081
H -21.611 -20.988 -1.882 0.082
H -22.349 -19.715 -1.057 0.087
H -22.159 -17.411 -2.759 0.073
H -21.300 -17.127 -1.207 0.081
H -20.616 -16.733 -2.796 0.073
H -20.594 -21.885 -3.595 0.045
H -19.681 -22.361 -5.021 0.088
H -21.300 -21.544 -5.245 0.067
H -22.309 -19.367 -4.364 0.082
C -24.248 -14.937 -6.881 0.004
C -24.975 -13.867 -7.737 -0.419
C -26.199 -13.160 -6.929 -0.111
C -25.687 -12.099 -5.882 -0.171
C -24.906 -10.997 -6.655 -0.165
C -23.731 -11.505 -7.522 -0.499
N -24.079 -12.764 -8.243 -0.126
O -23.064 -13.328 -9.040 -0.001
C -23.715 -10.438 -8.568 -0.052
C -22.587 -11.778 -6.588 -0.020
C -25.724 -14.413 -8.947 -0.061
H -23.220 -15.109 -7.201 0.059
H -24.690 -15.868 -7.237 0.074
H -24.459 -14.889 -5.813 0.082
H -26.839 -12.527 -7.544 0.099
H -26.953 -13.787 -6.454 0.107
H -24.918 -12.572 -5.271 0.089
H -26.499 -11.536 -5.422 0.103
H -24.524 -10.415 -5.816 0.109
H -25.611 -10.316 -7.130 0.108
H -22.877 -10.495 -9.264 0.065
H -24.568 -10.526 -9.241 0.096
H -23.734 -9.378 -8.316 0.087
H -22.715 -12.396 -5.700 0.089
H -21.758 -12.146 -7.193 0.065
H -22.283 -10.779 -6.277 0.085
H -25.027 -14.924 -9.610 0.086
H -26.322 -13.734 -9.555 0.082
H -26.389 -15.278 -8.927 0.086
H -23.278 -12.794 -9.809 0.098
C -15.704 -11.610 -10.590 -0.032
C -16.705 -10.437 -10.550 -0.474
C -17.032 -9.964 -12.032 -0.092
C -18.036 -10.883 -12.825 -0.176
C -19.217 -11.243 -12.053 -0.180
C -18.901 -11.833 -10.678 -0.453
N -18.018 -10.838 -9.977 -0.076
O -17.870 -11.133 -8.566 -0.049
C -20.248 -11.769 -9.934 -0.033
C -18.254 -13.228 -10.935 0.005
C -16.172 -9.210 -9.814 -0.061
H -15.969 -12.561 -11.051 0.071
H -15.489 -11.891 -9.559 0.072
H -14.708 -11.397 -10.978 0.081
H -17.192 -8.886 -12.066 0.099
H -16.066 -10.064 -12.528 0.102
H -17.585 -11.788 -13.231 0.093
H -18.232 -10.347 -13.754 0.112
H -19.794 -11.963 -12.634 0.139
H -19.883 -10.395 -11.896 0.117
H -20.546 -10.725 -9.831 0.078
H -21.009 -12.339 -10.469 0.088
H -20.046 -12.205 -8.956 0.068
H -19.030 -13.986 -10.823 0.093
H -17.737 -13.311 -11.891 0.069
H -17.562 -13.418 -10.115 0.056
H -15.807 -9.446 -8.814 0.070
H -16.651 -8.231 -9.786 0.079
H -15.221 -8.882 -10.234 0.075
H -18.205 -10.379 -8.075 0.092
C -19.817 -14.840 -5.698 -0.053
C -18.278 -15.270 -6.007 -0.393
C -17.949 -16.227 -4.848 -0.148
C -16.628 -16.968 -4.960 -0.201
C -16.470 -17.538 -6.374 -0.101
C -16.761 -16.505 -7.553 -0.461
N -18.076 -15.976 -7.330 -0.116
O -18.524 -15.120 -8.384 -0.075
C -15.543 -15.503 -7.762 0.003
C -16.761 -17.395 -8.844 -0.005
C -17.544 -13.879 -5.923 -0.020
H -20.669 -15.520 -5.696 0.049
H -20.157 -13.989 -6.289 0.060
H -19.957 -14.255 -4.789 0.074
H -17.836 -15.672 -3.916 0.120
H -18.778 -16.914 -4.679 0.100
H -16.464 -17.709 -4.178 0.094
H -15.846 -16.314 -4.576 0.101
H -17.063 -18.453 -6.360 0.087
H -15.441 -17.876 -6.253 0.117
H -14.558 -15.944 -7.914 0.088
H -15.768 -14.771 -8.538 0.075
H -15.646 -14.940 -6.834 0.041
H -17.496 -18.199 -8.798 0.087
H -16.982 -16.849 -9.761 0.080
H -15.746 -17.786 -8.921 0.086
H -16.615 -14.126 -5.409 0.066
H -18.075 -13.229 -5.229 0.081
H -17.260 -13.330 -6.821 0.073
H -17.997 -14.318 -8.372 0.050
```